No. 1
The ion C4H11N2O2 with charge +1 at a distorted geometry. Source: OMol25; level of theory: ωB97M-V with the def2-TZVPD basis set.

The geometry in XYZ format:
```
19
Properties=species:S:1:pos:R:3:forces:R:3
C 0.1804 -0.6085 0.4118 0.1 -1.1 2.3
C -0.7990 0.2796 -0.2016 1.7 0.7 -1.9
C 0.5682 -0.4533 1.9233 1.1 0.6 -3.9
C 1.1332 0.1913 -1.8090 1.2 -4.7 2.1
N 0.6732 0.4410 -0.4529 -1.3 -0.2 0.6
N -1.2637 1.5740 0.4756 0.1 -2.1 -1.4
O -0.0588 -1.9036 -0.0815 1.4 -0.1 0.3
O -1.5544 -0.1103 -1.2530 -1.0 -0.2 0.5
H 1.4723 -0.9137 2.1448 1.5 -1.9 0.2
H -0.1388 -0.7048 2.5903 -2.6 -1.2 2.2
H 0.9350 0.5094 2.1173 -0.2 2.0 0.0
H 0.3003 0.2132 -2.4010 -1.6 0.9 -2.3
H 1.9599 0.7987 -1.9001 1.4 1.5 -1.2
H 1.5067 -0.9421 -1.9435 -0.6 2.4 0.5
H -1.4518 1.1692 1.4229 -0.5 1.7 -0.6
H -2.0595 1.9160 -0.1741 1.3 -0.2 1.9
H -0.3320 2.0628 0.3964 -1.3 0.3 0.5
H 0.7612 -2.4638 -0.0866 -1.0 0.8 0.2
H -1.8324 -1.0552 -1.1791 0.4 0.8 0.1
```
Positions in Å, forces in eV/Å.

Total charge: +1
Orbital gap, eV: 10.65
LUMO, eV: -3.5
Relative energy (zero: lowest compared OMol25 entry of this formula, charge and spin), kJ/mol: 374.21
SMILES: CN1[C@](C)(O)[C@]1([NH3+])O
HOMO, eV: -14.16

---

No. 2
An isolated molecule of C4H11N2PS2 at a distorted geometry. Source: OMol25; level of theory: ωB97M-V with the def2-TZVPD basis set.

The geometry in XYZ format:
```
20
Properties=species:S:1:pos:R:3:forces:R:3
C -0.3880 -0.9815 1.8619 -0.1 1.3 -2.5
C -0.5997 -2.4041 1.3174 0.5 -0.7 0.5
C 0.3271 2.1765 -1.7940 -0.1 -0.9 0.2
C 1.7074 0.5685 -0.5538 0.6 0.6 0.7
N -1.1756 0.0702 1.0986 -0.1 -1.4 -1.4
N 0.3437 1.1525 -0.6678 1.0 -0.2 -1.9
P -0.9768 0.1118 -0.6395 -0.2 0.2 1.4
S -2.4726 0.6847 -1.8312 1.4 -1.1 1.5
S 0.2430 -2.6362 -0.3396 -1.9 2.0 1.0
H -0.7520 -0.7647 2.8353 0.2 -0.5 1.3
H 0.6177 -0.6067 1.6680 0.3 -0.7 0.8
H -0.2434 -3.1556 2.0584 0.6 0.6 -0.5
H -1.6562 -2.6888 1.3614 -0.2 0.5 -0.8
H -0.2033 3.0119 -1.3931 -0.4 0.8 0.0
H 1.3786 2.4818 -2.0009 -1.0 -0.3 -0.1
H -0.2646 1.8070 -2.6790 1.1 0.4 0.7
H 2.3629 0.9691 0.2806 -1.1 0.0 -0.8
H 1.6932 -0.5014 -0.4450 -0.2 -0.5 0.1
H 2.1874 0.7942 -1.4959 0.5 -0.2 -0.1
H -2.1288 -0.0894 1.3582 -0.9 0.1 -0.3
```
Positions in Å, forces in eV/Å.

Orbital gap (spin up / spin down), eV: 6.92 / 6.92
LUMO (spin up / spin down), eV: -1.5 / -1.5
Relative energy (zero: lowest compared OMol25 entry of this formula, charge and spin), kJ/mol: 103.25
HOMO (spin up / spin down), eV: -8.47 / -8.47

---

No. 3
A cluster of 2 separate species, C4H11N2S in total at a distorted geometry. Source: OMol25; level of theory: ωB97M-V with the def2-TZVPD basis set.

The geometry in XYZ format:
```
18
Properties=species:S:1:pos:R:3:forces:R:3
C -1.5580 0.1874 -1.1016 4.7 0.1 -1.4
N -0.2915 0.7494 -0.8664 -1.0 -0.9 -1.1
C 0.7711 -0.2038 -0.6929 0.5 -1.6 0.7
C 1.8070 0.0240 0.4395 -0.4 0.8 -0.4
S 3.3499 -0.8876 0.2094 -0.2 -0.2 -0.2
C -2.9988 0.1043 1.4129 -0.6 2.3 -0.3
N -3.8323 0.8834 0.2719 1.3 -1.4 1.2
H -1.5910 -0.8736 -1.3740 -0.1 0.0 0.5
H -2.1131 0.8251 -1.7642 -1.2 0.5 1.0
H -1.3051 0.2899 0.0773 -2.0 -0.3 1.7
H 0.3915 -1.2476 -0.6394 0.0 0.3 -0.1
H 1.3958 -0.1793 -1.5970 -0.2 0.2 -0.2
H 1.9712 1.0990 0.3348 0.3 0.2 0.5
H 1.3873 -0.1822 1.4308 -0.2 0.1 -0.2
H -3.8350 -0.4320 1.8762 0.7 -0.7 0.2
H -2.6690 0.8770 2.1157 0.3 -0.3 0.2
H -3.5003 0.0083 -0.1419 -1.5 0.5 -1.8
H -3.0986 1.5151 -0.0430 -0.5 0.3 -0.1
```
Positions in Å, forces in eV/Å.

Total charge: -1
Orbital gap, eV: 4.38
LUMO, eV: 1.5
Relative energy (zero: lowest compared OMol25 entry of this formula, charge and spin), kJ/mol: 833.91
HOMO, eV: -2.88

---

No. 4
The ion C4H11N2S with charge -1 at a distorted geometry. Source: OMol25; level of theory: ωB97M-V with the def2-TZVPD basis set.

The geometry in XYZ format:
```
18
Properties=species:S:1:pos:R:3:forces:R:3
N 1.1517 1.1612 0.2053 0.1 -0.2 0.1
C 0.2119 0.5772 -0.7901 1.5 0.5 -0.1
C 0.9237 0.1310 -2.0802 0.6 1.4 0.1
S 1.8455 1.5181 -2.9348 -0.6 -0.3 0.2
C -0.5219 -0.5686 -0.1732 -2.1 -1.2 0.4
N -1.5660 -0.1899 0.8581 1.2 0.1 0.0
C -1.1966 -0.7137 2.1897 -0.2 -0.1 -1.1
H 2.0306 1.3864 -0.2660 -0.4 0.4 -0.3
H 1.4080 0.4348 0.8536 0.1 -0.4 0.3
H -0.4367 1.4187 -1.0448 -0.5 -0.3 -0.2
H 0.1585 -0.3211 -2.7092 0.2 -0.3 -0.3
H 1.7642 -0.5122 -1.8275 -0.4 -0.8 0.1
H -1.0737 -1.1608 -0.9196 0.1 0.5 -0.3
H 0.1047 -1.3527 0.2634 0.6 0.4 0.1
H -1.4634 0.8132 0.8868 -0.3 0.4 0.3
H -0.1786 -0.4420 2.4926 0.0 0.1 0.1
H -1.9252 -0.3803 2.9252 0.0 -0.1 0.1
H -1.2370 -1.7993 2.0707 0.0 0.0 0.5
```
Positions in Å, forces in eV/Å.

Total charge: -1
Orbital gap, eV: 6.03
LUMO, eV: 3.6
Relative energy (zero: lowest compared OMol25 entry of this formula, charge and spin), kJ/mol: 93.02
SMILES: CNC[C@@H](N)C[S-]
HOMO, eV: -2.47

---

No. 5
The ion C4H11N2S with charge -1 at a distorted geometry. Source: OMol25; level of theory: ωB97M-V with the def2-TZVPD basis set.

The geometry in XYZ format:
```
18
Properties=species:S:1:pos:R:3:forces:R:3
C -1.7137 1.0407 -0.3589 -0.3 -0.3 -0.9
N -0.5950 0.1441 -0.1525 -1.2 -0.2 -0.7
C 0.7850 0.4129 -0.5226 0.7 0.7 3.6
C 1.6431 -0.8142 -0.0673 -0.6 -0.6 0.2
S 3.4013 -0.4171 0.1534 0.0 -0.1 -0.2
C -2.9835 0.1869 -0.4175 0.0 1.1 3.2
N -3.2762 -0.1641 1.0419 -0.7 -3.0 -1.7
H -1.6960 1.5457 -1.3196 0.6 0.3 -0.2
H -1.8603 1.8222 0.4334 0.2 -0.3 -0.4
H -0.6863 -0.0888 0.8143 0.6 -0.6 0.5
H 0.9451 0.3855 -1.6014 -0.2 1.3 0.1
H 1.1104 1.3503 0.2337 0.0 -1.8 -2.9
H 1.2360 -1.2432 0.8881 0.2 0.6 -0.5
H 1.4286 -1.6466 -0.8059 0.4 0.8 0.5
H -3.8024 0.7442 -0.8030 -0.9 0.8 -0.5
H -2.8752 -0.6701 -1.0333 0.4 -1.0 -0.2
H -3.5232 0.6257 1.6049 -0.4 0.3 0.0
H -3.9846 -0.9704 1.1051 1.4 2.0 0.1
```
Positions in Å, forces in eV/Å.

Total charge: -1
Orbital gap, eV: 5.47
LUMO, eV: 3.3
Relative energy (zero: lowest compared OMol25 entry of this formula, charge and spin), kJ/mol: 192.89
SMILES: NCCNCC[S-]
HOMO, eV: -2.16

---

No. 6
The ion C4H11N2S with charge -1 at a distorted geometry. Source: OMol25; level of theory: ωB97M-V with the def2-TZVPD basis set.

The geometry in XYZ format:
```
18
Properties=species:S:1:pos:R:3:forces:R:3
C -0.7308 -0.0394 1.7619 -0.2 1.8 -1.6
C -0.6665 0.2922 0.2135 0.6 0.7 0.1
C -0.3617 -0.8597 -0.7351 0.2 -1.6 1.3
S -1.6699 -2.1382 -0.7576 -0.6 0.1 -0.2
N 0.3348 1.3833 0.0507 0.5 -0.4 -0.2
C 1.7806 1.2189 0.4217 -1.1 1.1 0.2
N 2.5453 2.1430 -0.4177 0.0 0.8 1.2
H -1.2590 0.8487 2.2413 0.0 -1.4 -0.3
H -1.2040 -1.0089 1.7931 -0.2 -0.3 0.9
H 0.2892 0.0793 2.1554 -0.2 -0.9 0.0
H -1.6255 0.7591 -0.1191 0.5 -0.4 0.3
H -0.0421 -0.5749 -1.7438 -0.2 0.4 0.3
H 0.4196 -1.4912 -0.2760 0.5 0.7 -0.3
H 0.0429 2.0389 0.7603 -0.2 0.6 -0.3
H 2.2943 0.2607 0.3971 -1.0 -0.6 0.0
H 1.7771 1.6065 1.4700 1.0 -0.3 -0.6
H 2.8512 1.7542 -1.2913 0.2 -0.2 -0.1
H 3.3038 2.5079 0.1520 0.2 -0.1 -0.6
```
Positions in Å, forces in eV/Å.

Total charge: -1
Orbital gap, eV: 5.65
LUMO, eV: 3.5
Relative energy (zero: lowest compared OMol25 entry of this formula, charge and spin), kJ/mol: 167.38
SMILES: C[C@H](C[S-])NCN
HOMO, eV: -2.19

---

No. 7
The ion C4H11N2S with charge -1 at a distorted geometry. Source: OMol25; level of theory: ωB97M-V with the def2-TZVPD basis set.

The geometry in XYZ format:
```
18
Properties=species:S:1:pos:R:3:forces:R:3
C -1.4935 -1.2105 -0.7373 2.2 -0.2 0.8
N -1.7163 -1.0397 0.6922 0.5 0.2 2.7
C -1.4140 0.2213 1.5115 -1.2 1.4 -2.0
N -0.0912 0.4040 2.0707 1.6 -0.8 -0.1
C -0.0022 -0.9881 -1.0871 -1.1 2.4 1.5
C 0.4741 0.5759 -1.1523 -1.3 -0.1 -1.0
S 2.1447 0.9808 -0.6814 0.9 -0.4 0.1
H -2.1158 -0.6694 -1.4370 -0.6 0.5 0.4
H -1.6387 -2.2884 -0.9153 -0.4 0.3 0.0
H -1.1268 -1.7612 1.2048 -1.2 0.9 -1.1
H -1.5704 1.1493 0.8885 -0.7 -1.1 0.2
H -2.1484 0.2162 2.3193 0.0 -0.1 0.0
H 0.5162 -0.1583 1.4781 0.4 -0.1 0.3
H 0.3781 1.3213 1.9188 -1.1 -0.6 -0.1
H 0.5145 -1.4464 -0.2213 0.4 -0.3 -1.1
H -0.0003 -1.4859 -2.0372 1.5 -0.2 -0.7
H -0.0911 1.4139 -0.6605 -0.5 -1.6 0.3
H 0.2329 0.8745 -2.1859 0.5 -0.3 -0.2
```
Positions in Å, forces in eV/Å.

Total charge: -1
Orbital gap, eV: 6.34
LUMO, eV: 3.9
Relative energy (zero: lowest compared OMol25 entry of this formula, charge and spin), kJ/mol: 198.33
SMILES: NCNCCC[S-]
HOMO, eV: -2.41

---

No. 8
A cluster of 2 separate species, C4H11N2S in total at a distorted geometry. Source: OMol25; level of theory: ωB97M-V with the def2-TZVPD basis set.

The geometry in XYZ format:
```
18
Properties=species:S:1:pos:R:3:forces:R:3
C -0.2498 0.4054 -1.1453 1.3 3.0 -1.7
C -0.4379 -0.5658 -2.1372 -1.6 -1.4 5.3
C -0.1704 0.9589 0.4113 0.2 -1.8 -4.2
C -0.3577 2.4119 0.5582 -1.7 1.1 0.9
N 0.1868 0.1504 1.3270 -1.6 -1.0 3.1
N 0.6263 -2.3536 0.4482 1.1 -1.3 -0.2
S -0.4960 -0.3169 -3.8112 -0.4 -1.9 -0.5
H 0.0623 1.3128 -1.7943 -0.6 -0.8 1.7
H -0.8218 -1.5893 -1.7530 0.7 1.5 -1.2
H -0.1424 2.7157 1.6478 0.2 -0.1 -1.9
H -1.4813 2.6577 0.4291 1.5 -0.6 0.1
H 0.1046 2.9911 -0.2911 0.0 -0.6 1.3
H 0.1087 0.3425 2.3871 0.4 0.3 -2.4
H 1.3349 -2.2351 -0.3120 -0.6 0.0 1.0
H -0.2067 -2.6415 -0.0652 0.2 -0.5 0.4
H 0.9785 -3.1537 1.0613 -0.9 1.4 -1.2
H 0.1400 -0.9080 1.1193 1.1 0.5 -0.2
H -0.0148 0.8518 -3.6714 0.8 2.2 -0.3
```
Positions in Å, forces in eV/Å.

Total charge: +1
Orbital gap, eV: 8.31
LUMO, eV: -4.3
Relative energy (zero: lowest compared OMol25 entry of this formula, charge and spin), kJ/mol: 227.41
HOMO, eV: -12.60

---

> Which of these has the lowest relative energy (zero: lowest compared OMol25 entry of this formula, charge and spin)?

number 4